# 1
Below is a 2-piece molecular cluster, C2H6O overall at a distorted geometry, with properties calculated with wB97M-V/def2-TZVPD.

Values from the calculation:
HOMO in Ha: -0.377
Calculated total energy in Ha: -154.96799
Energy relative to the best compared isomer or geometry (same formula, charge and spin) in eV: 1.574
Orbital gap in Eh: 0.411
Molar mass in g mol⁻¹: 46.069

Each line ends with the natural charge from an NBO analysis.
CARTESIAN COORDINATES (ANGSTROEM)
C 0.34557 -0.58908 0.69010  -0.396
C 1.64001 -0.61449 1.20874  -0.376
H -0.34114 0.06889 0.99508  0.163
H -0.22354 -1.27930 0.01206  0.197
H 1.75858 0.19587 1.89724  0.190
H 2.61709 -1.12140 0.87098  0.221
O -1.53320 1.00022 -1.61931  -0.929
H -2.39100 0.58738 -1.47447  0.463
H -1.06787 0.76818 -0.73942  0.466

# 2
Below is C27H43IN5PW as an isolated structure, with properties calculated with wB97M-V/def2-TZVPD.

Values from the calculation:
HOMO (alpha / beta) in Ha: -0.489 / -0.489
Calculated total energy in Ha: -2034.00723
Total charge: +2
Energy relative to the best compared isomer or geometry (same formula, charge and spin) in eV: 0.013
Orbital gap (alpha / beta) in Eh: 0.264 / 0.264
Molar mass in g mol⁻¹: 779.394

Each line ends with the Mulliken charge.
CARTESIAN COORDINATES (ANGSTROEM)
W -0.47527 1.41644 -0.11229  0.698
I -0.29636 3.44953 1.58703  0.036
C -1.95233 2.82089 2.72044  0.705
C -2.30326 3.47104 3.86467  -0.691
C -3.44567 3.02694 4.56239  -0.560
C -4.16911 1.97457 4.08005  -0.995
C -3.79304 1.30764 2.88821  0.765
C -4.55675 0.22457 2.38957  -0.695
C -4.19233 -0.41475 1.24035  -1.264
C -3.03586 -0.00281 0.54925  -0.052
C -2.23508 1.04823 0.96750  -0.107
C -2.64274 1.72596 2.17185  0.381
H -1.73318 4.31170 4.23802  0.429
H -3.74130 3.53060 5.47207  0.426
H -5.05273 1.63533 4.60568  0.422
H -5.43871 -0.08468 2.93698  0.438
H -4.78216 -1.23865 0.86164  0.437
H -2.76544 -0.55673 -0.34383  0.340
C 1.85751 -3.73560 0.76631  -1.805
C 0.87104 -2.56692 0.62346  2.111
C -0.35593 -2.83097 1.50936  -2.000
C 0.34024 -2.50096 -0.81704  -1.627
P 1.65851 -0.93922 1.09790  0.361
N 0.62614 0.20854 0.51527  0.347
C 3.30219 -0.63406 0.26333  1.840
C 3.60688 0.87342 0.22085  -1.560
C 4.44177 -1.37332 0.97814  -1.757
C 3.25125 -1.09849 -1.20023  -1.936
C 1.71368 -0.67066 2.94905  2.023
C 0.30576 -0.36168 3.48607  -1.662
C 2.29317 -1.88962 3.68024  -1.784
C 2.57153 0.56274 3.27415  -1.944
H 1.31281 -4.66248 0.57954  0.526
H 2.28408 -3.80816 1.76548  0.325
H 2.67030 -3.68848 0.04406  0.309
H -0.85562 -3.71689 1.11361  0.633
H -1.06722 -2.00372 1.47200  0.307
H -0.10359 -3.04296 2.54493  0.292
H -0.10383 -3.47421 -1.03528  0.567
H 1.09917 -2.31318 -1.56759  0.309
H -0.44883 -1.75527 -0.91297  0.195
H 3.78112 1.31371 1.19620  0.331
H 2.81544 1.43124 -0.28034  0.233
H 4.52064 1.00229 -0.36153  0.532
H 4.63281 -0.99229 1.97823  0.289
H 5.35253 -1.21995 0.39626  0.528
H 4.27376 -2.44729 1.04001  0.324
H 2.44587 -0.61654 -1.75648  0.316
H 3.16818 -2.17689 -1.30626  0.298
H 4.19182 -0.79959 -1.66547  0.625
H -0.40658 -1.16906 3.35956  0.328
H -0.11115 0.53902 3.03732  0.202
H 0.40998 -0.18309 4.55803  0.616
H 1.64666 -2.76242 3.62191  0.303
H 2.38793 -1.62925 4.73596  0.530
H 3.28484 -2.16544 3.32579  0.333
H 2.22250 1.45380 2.75136  0.284
H 3.62974 0.41846 3.07436  0.339
H 2.46859 0.75006 4.34437  0.597
C -0.84646 -0.16123 -6.09643  -1.337
C -1.52714 1.18294 -6.33049  0.768
C -0.51529 2.31213 -6.49189  -1.437
C -2.56551 1.49297 -5.25088  -1.082
N -1.96024 1.60445 -3.90789  0.488
C -1.36159 2.65262 -3.33132  -0.238
N -0.92741 2.26325 -2.15484  -0.629
N -1.28916 0.96201 -2.05457  1.050
N -1.89556 0.54767 -3.09178  -1.143
H -0.20227 -0.40507 -6.93988  0.427
H -1.56955 -0.96950 -5.98182  0.374
H -0.21337 -0.13858 -5.20462  0.215
H -2.11973 1.11794 -7.24737  0.316
H 0.14968 2.38416 -5.62520  0.313
H -0.99859 3.27882 -6.64779  0.365
H 0.12242 2.12409 -7.35419  0.413
H -3.31106 0.70510 -5.16744  0.354
H -3.06961 2.44049 -5.43678  0.486
H -1.27397 3.63529 -3.76434  0.510

# 3
Below is an isolated ion of composition C4H12N2 and charge +1 at a distorted geometry, with properties calculated with wB97M-V/def2-TZVPD.

Values from the calculation:
HOMO (alpha / beta) in Ha: -0.536 / -0.532
Multiplicity: 2
Calculated total energy in Ha: -268.75339
Total charge: +1
Energy relative to the best compared isomer or geometry (same formula, charge and spin) in eV: 1.292
Orbital gap (alpha / beta) in Eh: 0.433 / 0.237
Molar mass in g mol⁻¹: 88.154

Each line ends with the natural charge from an NBO analysis.
CARTESIAN COORDINATES (ANGSTROEM)
N 0.99148 -0.44111 1.15275  -0.806
C 0.13489 0.70772 0.88572  -0.001
C 0.87069 2.00130 0.50770  -0.643
C -0.79553 0.45913 -0.44041  -0.284
N -1.26124 -0.83859 -0.82894  -0.188
C -0.30351 -1.86343 -1.31193  -0.486
H 1.83846 -0.37350 0.60012  0.364
H 1.34480 -0.32512 2.11914  0.399
H -0.48629 0.79645 1.84916  0.235
H 0.13952 2.76781 0.25430  0.238
H 1.59630 2.34285 1.34757  0.260
H 1.58320 1.84421 -0.35906  0.225
H -1.56972 1.21937 -0.41692  0.271
H -0.03825 0.70966 -1.21647  0.222
H -1.66680 -1.37248 -0.05439  0.410
H 0.68713 -1.58182 -1.01306  0.248
H -0.60248 -1.96248 -2.40712  0.276
H -0.37677 -2.93538 -0.81646  0.261

# 4
Below is a 2-piece molecular cluster, C3H7INO overall at a distorted geometry, with properties calculated with wB97M-V/def2-TZVPD.

Values from the calculation:
HOMO in Ha: -0.129
Calculated total energy in Ha: -546.19605
Total charge: -1
Energy relative to the best compared isomer or geometry (same formula, charge and spin) in eV: 3.542
Orbital gap in Eh: 0.242
Molar mass in g mol⁻¹: 199.999

Each line ends with the natural charge from an NBO analysis.
CARTESIAN COORDINATES (ANGSTROEM)
I 2.83928 2.03160 1.63977  -0.995
C 3.37562 8.23172 1.58810  0.540
O 3.25942 9.42896 1.51888  -0.599
N 4.59556 7.53303 1.94227  -0.465
C 4.72500 6.03664 1.53858  -0.474
C 5.56355 8.52839 1.61774  -0.453
H 2.44202 7.52876 1.49753  0.117
H 3.57367 5.89746 1.18919  0.247
H 4.76757 5.22600 2.41357  0.237
H 5.69736 5.65394 1.17753  0.239
H 5.47001 9.40678 0.99493  0.229
H 5.79776 9.29510 2.48905  0.181
H 6.54813 8.05610 1.51005  0.195